Entry 1:
Here is 2 unconnected molecules or ions with the total composition C4H13N2OS in a non-equilibrium geometry from OMol25. Energies are from ωB97M-V/def2-TZVPD.

The calculation puts the frontier orbital gap at 0.1838 Eh. The calculation puts the relative energy (zero: lowest compared OMol25 entry of this formula, charge and spin) at 99.2 kJ/mol.

ORCA input file:
```
! RIJCOSX wB97M-V def2-TZVPD def2/J DEFGRID3
* xyz -1 1
C -0.627 -1.688 -0.660
N -0.555 -0.270 -0.361
C 0.799 0.251 -0.260
C 1.338 0.900 -1.525
S 1.403 -0.257 -2.966
C 0.792 1.363 0.860
N 2.085 1.737 1.382
H -0.796 -1.810 -1.734
H 0.215 -2.369 -0.488
H -1.388 -2.208 -0.052
H -1.037 0.248 -1.083
H 1.500 -0.471 0.164
H 2.327 1.283 -1.347
H 0.681 1.714 -1.848
H 0.179 0.927 1.649
H 0.237 2.205 0.451
H 2.739 2.065 0.694
H 2.489 0.978 1.917
H -4.596 -1.222 5.570
H -5.483 -2.098 4.613
O -5.439 -1.277 5.104
*
```



Entry 2:
Here is a single C4H13N2P molecule in a non-equilibrium geometry from OMol25. Energies are from ωB97M-V/def2-TZVPD.

The calculation puts the frontier orbital gap at 0.3104 Eh. As for the SMILES: CC(C)(C)P(N)N. The calculation puts the relative energy (zero: lowest compared OMol25 entry of this formula, charge and spin) at 40.4 kJ/mol.

ORCA input file:
```
! RIJCOSX wB97M-V def2-TZVPD def2/J DEFGRID3
* xyz 0 1
C 0.446 1.217 -0.791
C 1.545 -1.053 -0.342
C -0.750 -0.969 -1.535
C 0.200 -0.269 -0.506
N -2.151 0.360 0.900
N -0.188 0.452 2.624
P -0.776 -0.500 1.408
H -0.471 1.721 -0.543
H 1.369 1.557 -0.244
H 0.598 1.489 -1.813
H 1.376 -2.147 -0.169
H 2.147 -0.597 0.500
H 2.157 -1.073 -1.289
H -1.020 -1.968 -0.899
H -1.573 -0.461 -2.005
H -0.193 -1.336 -2.347
H -2.787 -0.046 1.645
H -2.276 0.394 -0.105
H -0.476 1.407 2.882
H 0.223 0.064 3.474
*
```



Entry 3:
Here is a gas-phase ion, C4H13N2S (charge +1) in a non-equilibrium geometry from OMol25. Energies are from ωB97M-V/def2-TZVPD.

The calculation puts the frontier orbital gap at 0.3155 Eh. As for the SMILES: NC[C@H]([NH3+])CCS. The calculation puts the relative energy (zero: lowest compared OMol25 entry of this formula, charge and spin) at 301.2 kJ/mol.

ORCA input file:
```
! RIJCOSX wB97M-V def2-TZVPD def2/J DEFGRID3
* xyz 1 1
N 1.119 -1.004 0.632
C 0.432 -0.220 -0.356
C -0.380 0.972 0.226
C 0.120 2.191 0.792
S -1.178 3.194 1.486
C -0.542 -1.075 -1.095
N 0.057 -2.418 -1.424
H 2.090 -0.884 0.462
H 0.776 -2.037 0.606
H 0.913 -0.717 1.536
H 1.158 0.203 -1.135
H -1.155 0.601 0.961
H -0.893 1.456 -0.674
H 0.609 2.942 0.075
H 0.953 1.933 1.430
H -2.121 2.390 1.244
H -1.460 -1.341 -0.525
H -0.813 -0.614 -2.127
H -0.623 -3.146 -1.272
H 0.939 -2.425 -0.840
*
```



Entry 4:
Here is a molecular structure, C4H13N2Si in a non-equilibrium geometry from OMol25. Energies are from ωB97M-V/def2-TZVPD.

The calculation puts the frontier orbital gap at 0.3789 Eh. The calculation puts the relative energy (zero: lowest compared OMol25 entry of this formula, charge and spin) at 442.6 kJ/mol.

ORCA input file:
```
! RIJCOSX wB97M-V def2-TZVPD def2/J DEFGRID3
* xyz 1 1
C 1.149 0.155 -0.132
C 2.731 1.762 0.366
C -1.662 -2.225 -0.069
C -0.223 -0.254 -0.407
N 1.428 1.339 0.205
N -0.634 -1.372 0.522
Si -1.475 1.290 -0.433
H 1.865 -0.710 -0.214
H 3.032 2.523 -0.420
H 3.677 1.024 0.542
H 2.851 2.460 1.290
H -1.357 -2.767 -0.961
H -2.081 -2.774 0.756
H -2.459 -1.437 -0.309
H -0.303 -0.894 -1.626
H 0.187 -1.858 0.752
H -1.002 -0.926 1.442
H -1.107 2.171 -1.544
H -1.684 1.494 1.098
H -2.935 0.998 -0.857
*
```



Entry 5:
Here is a single C4H13N3 molecule in a non-equilibrium geometry from OMol25. Energies are from ωB97M-V/def2-TZVPD.

The calculation puts the frontier orbital gap at 0.3537 Eh. As for the SMILES: NCCNCCN. The calculation puts the relative energy (zero: lowest compared OMol25 entry of this formula, charge and spin) at 115.7 kJ/mol.

ORCA input file:
```
! RIJCOSX wB97M-V def2-TZVPD def2/J DEFGRID3
* xyz 0 1
C -0.936 -1.025 0.685
N -0.707 -0.164 -0.468
C 0.583 -0.428 -1.153
C 1.088 0.824 -1.875
N 0.152 1.512 -2.758
C -0.088 -0.707 1.923
N -0.836 -0.125 3.040
H -0.734 -2.056 0.418
H -1.981 -0.826 0.945
H -0.615 0.828 -0.283
H 0.449 -1.232 -1.879
H 1.334 -0.775 -0.443
H 1.329 1.517 -1.066
H 1.968 0.520 -2.452
H -0.688 0.992 -3.011
H -0.246 2.316 -2.286
H 0.817 -0.179 1.609
H 0.273 -1.671 2.281
H -0.851 0.877 2.870
H -0.310 -0.197 3.904
*
```



Entry 6:
Here is a single C4H13N3 molecule in a non-equilibrium geometry from OMol25. Energies are from ωB97M-V/def2-TZVPD.

The calculation puts the frontier orbital gap at 0.3322 Eh. As for the SMILES: NCCNCCN. The calculation puts the relative energy (zero: lowest compared OMol25 entry of this formula, charge and spin) at 307.5 kJ/mol.

ORCA input file:
```
! RIJCOSX wB97M-V def2-TZVPD def2/J DEFGRID3
* xyz 0 1
N 2.948 0.671 0.620
C 2.251 0.125 -0.577
C 0.768 0.039 0.085
N -0.230 0.750 -0.820
C -1.360 -0.107 -1.043
C -2.422 -0.510 0.016
N -2.021 -0.778 1.386
H 3.866 0.346 0.904
H 2.853 1.588 0.925
H 2.757 -0.798 -1.084
H 2.179 0.860 -1.380
H 0.321 -0.887 0.325
H 0.583 0.525 1.138
H -0.247 1.726 -0.588
H -2.052 0.511 -1.827
H -0.946 -1.135 -1.360
H -3.133 0.263 0.124
H -2.880 -1.398 -0.308
H -1.609 -0.128 1.986
H -1.628 -1.663 1.479
*
```



Entry 7:
Here is 2 unconnected molecules or ions with the total composition C4H13N3 in a non-equilibrium geometry from OMol25. Energies are from ωB97M-V/def2-TZVPD.

The calculation puts the frontier orbital gap at 0.2899 Eh. The calculation puts the relative energy (zero: lowest compared OMol25 entry of this formula, charge and spin) at 463.3 kJ/mol.

ORCA input file:
```
! RIJCOSX wB97M-V def2-TZVPD def2/J DEFGRID3
* xyz 2 1
C 0.990 -0.123 -0.801
C -0.444 -0.267 -0.695
C -0.577 -0.073 0.804
C 0.322 -0.534 1.702
N 0.153 -0.435 3.089
N -1.536 0.911 1.362
N 0.662 0.132 -3.379
H 1.418 0.810 -0.441
H 1.673 -0.944 -0.998
H -0.952 0.565 -1.210
H -0.793 -1.242 -1.025
H 0.980 -1.361 1.418
H -0.210 -1.189 3.666
H 1.062 -0.258 3.519
H -1.646 0.857 2.388
H -2.480 0.702 1.016
H -1.192 1.855 1.165
H 1.376 -0.519 -3.737
H -0.011 0.155 -4.154
H 1.208 0.956 -3.688
*
```



Entry 8:
Here is a gas-phase ion, C4H13N3 (charge +2) in a non-equilibrium geometry from OMol25. Energies are from ωB97M-V/def2-TZVPD.

The calculation puts the frontier orbital gap at 0.4344 Eh. As for the SMILES: C/[N+](=C/N)[NH+](C)C. The calculation puts the relative energy (zero: lowest compared OMol25 entry of this formula, charge and spin) at 448.5 kJ/mol.

ORCA input file:
```
! RIJCOSX wB97M-V def2-TZVPD def2/J DEFGRID3
* xyz 2 1
C -1.293 1.119 -0.492
C 1.049 1.558 -0.250
C 1.212 -0.915 1.409
C 0.179 -1.514 -0.873
N -2.413 0.515 -0.357
N -0.130 0.711 -0.103
N 0.053 -0.653 0.361
H -1.094 2.185 -0.699
H 1.887 1.076 0.284
H 0.868 2.580 0.387
H 1.370 1.845 -1.225
H 1.347 -2.014 1.308
H 2.232 -0.579 1.221
H 0.818 -0.601 2.420
H 1.292 -1.675 -1.173
H -0.170 -2.500 -0.615
H -0.350 -0.929 -1.626
H -3.241 1.058 -0.609
H -2.731 -0.338 -0.039
H -0.885 -0.928 0.672
*
```



Entry 9:
Here is a gas-phase ion, C4H13N3 (charge +2) from OMol25. Energies are from ωB97M-V/def2-TZVPD.

The calculation puts the frontier orbital gap at 0.3823 Eh. As for the SMILES: N/C(=C\[NH3+])CC[NH3+]. The calculation puts the relative energy (zero: lowest compared OMol25 entry of this formula, charge and spin) at 99.8 kJ/mol.

ORCA input file:
```
! RIJCOSX wB97M-V def2-TZVPD def2/J DEFGRID3
* xyz 2 1
C 0.797 0.821 -1.216
C 0.956 0.219 0.170
C -0.226 -0.553 0.710
C -1.416 -0.569 0.097
N -2.591 -1.211 0.710
N -0.018 -1.169 1.941
N 1.921 1.789 -1.555
H 0.770 0.053 -1.988
H -0.122 1.404 -1.217
H 1.146 1.002 0.912
H 1.822 -0.445 0.226
H -1.614 -0.117 -0.859
H -3.263 -1.517 0.004
H -2.315 -2.039 1.246
H -3.096 -0.614 1.378
H 0.878 -0.930 2.337
H -0.232 -2.150 2.042
H 1.544 2.665 -1.916
H 2.537 1.388 -2.268
H 2.522 1.973 -0.754
*
```



Entry 10:
Here is 2 unconnected molecules or ions with the total composition C4H13N3O in a non-equilibrium geometry from OMol25. Energies are from ωB97M-V/def2-TZVPD.

The calculation puts the frontier orbital gap at 0.3613 Eh. As for the SMILES: [H]/N=C\NCCCN.O. The calculation puts the relative energy (zero: lowest compared OMol25 entry of this formula, charge and spin) at 170.5 kJ/mol.

ORCA input file:
```
! RIJCOSX wB97M-V def2-TZVPD def2/J DEFGRID3
* xyz 0 1
C -0.373 1.432 0.140
C -0.286 -0.065 -0.158
C 0.839 -0.838 0.551
N -0.113 -1.800 3.234
C -0.131 -2.449 2.147
N 0.485 -2.193 0.940
N -0.675 1.731 1.545
H 0.535 1.897 -0.206
H -1.199 1.904 -0.392
H -0.231 -0.307 -1.222
H -1.253 -0.463 0.174
H 1.611 -1.014 -0.201
H 1.293 -0.312 1.388
H 0.181 -0.830 3.208
H -0.427 -3.482 2.252
H 0.229 -2.851 0.229
H -1.645 1.515 1.728
H -0.092 1.155 2.144
H 0.267 1.549 -5.933
H 0.595 3.043 -6.117
O 0.391 2.376 -5.451
*
```



Entry 11:
Here is a single C4H13N3O molecule in a non-equilibrium geometry from OMol25. Energies are from ωB97M-V/def2-TZVPD.

The calculation puts the frontier orbital gap at 0.3618 Eh. As for the SMILES: NCC(O)(CN)CN. The calculation puts the relative energy (zero: lowest compared OMol25 entry of this formula, charge and spin) at 113.0 kJ/mol.

ORCA input file:
```
! RIJCOSX wB97M-V def2-TZVPD def2/J DEFGRID3
* xyz 0 1
C 1.147 1.007 -0.250
C -0.058 0.008 -0.272
C 0.171 -0.989 -1.424
C -0.134 -0.776 1.045
H 1.385 2.879 0.562
H 0.430 1.845 1.395
H 1.381 1.274 -1.284
H 2.044 0.605 0.252
H -1.050 1.579 -0.316
H 0.408 -0.489 -2.352
H 0.994 -1.650 -1.173
H -0.872 -2.431 -2.357
H -1.840 -1.332 -1.629
H 0.811 -1.238 1.357
H -0.896 -1.572 0.904
H -1.425 0.486 1.964
H -0.453 -0.324 3.002
N 0.646 2.178 0.455
N -0.959 -1.874 -1.537
N -0.473 0.179 2.126
O -1.257 0.637 -0.466
*
```



Entry 12:
Here is 2 unconnected molecules or ions with the total composition C4H13N3O in a non-equilibrium geometry from OMol25. Energies are from ωB97M-V/def2-TZVPD.

The calculation puts the frontier orbital gap at 0.3585 Eh. As for the SMILES: [H]/N=C\N(C)N.CCO. The calculation puts the relative energy (zero: lowest compared OMol25 entry of this formula, charge and spin) at 269.6 kJ/mol.

ORCA input file:
```
! RIJCOSX wB97M-V def2-TZVPD def2/J DEFGRID3
* xyz 0 1
C -1.729 0.314 -0.307
C -2.693 0.261 0.867
O -1.422 -0.981 -0.790
H -0.998 -1.452 -0.056
H -2.182 0.843 -1.152
H -0.675 0.860 -0.135
H -2.237 -0.257 1.711
H -3.592 -0.292 0.598
H -2.997 1.260 1.173
C 1.815 -0.525 -1.225
N 1.420 0.287 -0.085
N 1.868 1.620 -0.005
C 0.954 -0.300 1.092
N 0.724 -1.519 1.348
H 1.407 2.153 -0.743
H 2.872 1.673 -0.165
H 0.973 -2.170 0.606
H 0.743 0.447 1.849
H 0.932 -0.751 -1.833
H 2.549 -0.009 -1.843
H 2.267 -1.463 -0.905
*
```